{
  "formula": "C28H25F3N10O4PtS2",
  "method": "ωB97M-V with the def2-TZVPD basis set",
  "elements": ["Pt", "F", "C", "F", "F", "C", "C", "C", "C", "N", "C", "S", "H", "H", "H", "N", "C", "N", "C", "N", "N", "C", "C", "C", "C", "C", "C", "N", "C", "C", "C", "C", "N", "C", "C", "H", "H", "H", "H", "H", "H", "H", "H", "H", "C", "C", "S", "O", "O", "C", "C", "N", "C", "N", "C", "C", "N", "O", "O", "C", "H", "H", "H", "H", "H", "H", "H", "H", "H", "H", "H", "H", "H"],
  "xyz": [[-0.772, 1.114, -0.587], [1.369, -2.785, -2.567], [2.497, -2.635, -1.832], [3.153, -3.808, -1.916], [3.256, -1.724, -2.453], [2.185, -2.278, -0.405], [2.513, -3.171, 0.599], [2.152, -2.892, 1.907], [1.454, -1.722, 2.139], [1.144, -0.841, 1.191], [1.512, -1.083, -0.070], [1.178, 0.129, -1.297], [3.034, -4.086, 0.353], [2.390, -3.568, 2.715], [1.125, -1.469, 3.141], [-1.783, 6.693, 0.250], [-0.890, 6.045, -0.105], [0.163, 5.346, -0.476], [0.003, 4.093, -0.700], [-0.087, 2.956, -0.932], [-4.726, 6.609, 0.541], [-5.778, 7.485, 0.399], [-5.877, 8.864, 0.571], [-7.116, 9.427, 0.350], [-8.224, 8.648, -0.030], [-8.119, 7.285, -0.205], [-6.870, 6.697, 0.006], [-6.480, 5.374, -0.120], [-5.215, 5.381, 0.201], [-4.348, 4.200, 0.189], [-3.328, 4.043, 1.121], [-2.448, 2.993, 0.979], [-2.530, 2.120, -0.034], [-3.556, 2.225, -0.888], [-4.492, 3.233, -0.800], [-3.730, 6.836, 0.593], [-5.025, 9.463, 0.865], [-7.242, 10.495, 0.473], [-9.177, 9.135, -0.188], [-8.967, 6.681, -0.500], [-3.190, 4.754, 1.923], [-1.611, 2.866, 1.652], [-3.581, 1.500, -1.690], [-5.289, 3.316, -1.525], [-5.198, -0.987, -0.623], [-6.089, -2.172, -0.951], [-5.377, -3.745, -0.520], [-4.874, -3.649, 0.828], [-6.326, -4.764, -0.870], [-3.950, -3.944, -1.613], [-2.627, -4.074, -0.869], [-2.169, -2.814, -0.283], [-1.757, -1.739, -0.993], [-1.545, -0.713, -0.179], [-1.834, -1.119, 1.094], [-2.218, -2.415, 1.037], [-2.427, -3.276, 2.170], [-2.228, -4.466, 2.027], [-2.727, -2.725, 3.206], [-1.583, -1.722, -2.467], [-5.737, -0.059, -0.815], [-4.295, -0.977, -1.236], [-4.903, -1.001, 0.426], [-6.363, -2.232, -2.005], [-7.011, -2.163, -0.367], [-3.948, -3.121, -2.327], [-4.150, -4.864, -2.162], [-1.859, -4.422, -1.558], [-2.706, -4.796, -0.064], [-1.695, -0.495, 1.957], [-1.267, -2.696, -2.837], [-0.812, -0.995, -2.714], [-2.510, -1.437, -2.971]],
  "lowdin_charge": [0.86, 0.11, -0.60, 0.13, 0.13, -0.13, 0.00, -0.05, -0.14, 0.04, -0.64, 0.63, 0.12, 0.10, 0.11, 0.12, -0.36, 0.09, -0.32, -0.05, 0.17, -0.19, -0.02, -0.10, -0.10, -0.02, -0.23, 0.18, -0.30, -0.11, 0.00, -0.13, -0.13, -0.12, 0.02, 0.08, 0.11, 0.10, 0.10, 0.11, 0.12, 0.12, 0.11, 0.12, -0.11, -0.28, 0.67, -0.29, -0.30, -0.18, -0.12, 0.07, -0.33, -0.10, -0.03, -0.15, -0.34, 0.09, 0.11, 0.00, 0.08, 0.05, 0.09, 0.11, 0.11, 0.09, 0.11, 0.14, 0.12, 0.13, 0.09, 0.04, 0.09],
  "homo_lumo_gap_ev": 7.395,
  "homo_energy_ev": -8.26,
  "de_lowest_kcal_mol": 0.5,
  "total_charge": 0,
  "e_tot_ev": -85602.058
}